Entry 1:
{"formula": "C9H17BrO3", "method": "the ωB97M-V functional and the def2-TZVPD basis", "lumo_energy_ev": 0.69, "relative_energy_kj_mol": 227.0, "total_charge": 0, "homo_energy_ev": -9.038, "energy_ha": -3152.75947, "smiles": "COC[C@](Br)(C(=O)OC)C(C)(C)C", "orbital_gap_ev": 9.73, "elements": ["C", "O", "C", "C", "Br", "C", "O", "O", "C", "C", "C", "C", "C", "H", "H", "H", "H", "H", "H", "H", "H", "H", "H", "H", "H", "H", "H", "H", "H", "H"], "positions_angstrom": [[-1.1875, -0.5519, 3.3288], [-0.4107, 0.3311, 2.5293], [-0.9639, 0.7465, 1.3322], [-0.4364, -0.3822, -0.0805], [-1.7676, -1.7346, -0.0767], [0.8782, -1.0034, 0.2585], [1.0933, -2.1705, 0.0699], [1.7783, -0.1432, 0.8127], [2.9650, -0.9066, 1.1344], [-0.4078, 0.4208, -1.4925], [-0.1967, -0.5672, -2.6163], [0.6864, 1.5425, -1.4809], [-1.7317, 1.2185, -1.7199], [-2.1123, -0.6493, 2.9444], [-1.2208, -0.1569, 4.3351], [-0.6139, -1.5926, 3.2899], [-2.1152, 0.7310, 1.3613], [-0.5348, 1.7242, 1.0320], [3.5587, -1.2280, 0.2020], [2.7654, -1.7369, 1.8189], [3.7768, -0.3215, 1.6808], [-1.0486, -1.2710, -2.7975], [-0.0595, -0.1052, -3.5658], [0.6378, -1.3838, -2.3802], [0.9347, 1.8402, -0.4690], [1.5307, 1.1618, -2.0360], [0.1319, 2.2327, -2.0794], [-1.7457, 2.1201, -1.0929], [-2.5276, 0.5552, -1.4096], [-1.6565, 1.2799, -2.8329]], "atomic_forces_ev_per_a": [[4.65, -1.77, 0.49], [-0.19, 0.70, -0.27], [0.19, -1.45, -2.13], [-1.20, 3.56, 1.22], [-0.66, -0.66, -0.07], [-0.08, 0.00, 0.24], [0.45, 0.07, 0.07], [0.57, -1.32, -0.22], [2.98, 0.49, -0.11], [-0.11, -0.04, 2.16], [0.60, -3.43, 0.72], [-0.80, -2.02, -0.35], [1.04, -1.85, -0.05], [-3.29, -0.53, -1.25], [0.09, -0.07, 0.27], [-1.47, 1.94, 0.40], [1.74, 0.05, -0.35], [-0.40, -0.56, 0.41], [-1.46, 0.09, 1.21], [-0.30, -0.01, -0.60], [-1.69, 0.19, -0.59], [0.19, 0.85, 0.46], [0.61, 0.58, -0.69], [-1.24, 2.12, -0.58], [0.09, 0.41, -0.19], [0.61, 0.24, 0.13], [0.74, 1.38, -0.16], [-0.08, -0.02, -0.75], [-0.63, 0.10, -0.32], [-0.92, 0.97, 0.91]]}

Entry 2:
{"formula": "C2H2FO2", "method": "the ωB97M-V functional and the def2-TZVPD basis", "lumo_energy_ev": 4.62, "relative_energy_kj_mol": 63.8, "total_charge": -1, "homo_energy_ev": -3.864, "energy_ha": -327.77733, "smiles": "O=C([O-])CF", "orbital_gap_ev": 8.48, "elements": ["O", "C", "O", "C", "F", "H", "H"], "positions_angstrom": [[0.0305, 2.0772, -0.1915], [-0.0063, 0.9353, -0.6682], [-0.0977, 0.5554, -1.8149], [-0.0079, -0.5849, 0.4599], [0.5954, -1.7218, -0.0741], [0.5020, -0.5275, 1.5088], [-1.0161, -0.7337, 0.7799]], "atomic_forces_ev_per_a": [[0.01, -1.03, 0.89], [0.17, -0.84, 1.35], [-0.04, -0.78, -1.04], [1.95, 2.64, 1.69], [-0.58, -0.04, -0.63], [-0.36, 0.71, -1.69], [-1.15, -0.67, -0.57]]}

Entry 3:
{"formula": "C5H11N3", "method": "the ωB97M-V functional and the def2-TZVPD basis", "lumo_energy_ev": 0.96, "relative_energy_kj_mol": 247.7, "total_charge": 0, "homo_energy_ev": -8.406, "energy_ha": -361.29506, "smiles": "CC1=NN(N)C1(C)C", "orbital_gap_ev": 9.37, "elements": ["C", "C", "N", "N", "N", "C", "C", "C", "H", "H", "H", "H", "H", "H", "H", "H", "H", "H", "H"], "positions_angstrom": [[2.2812, -0.8737, 0.0273], [0.8088, -0.7934, -0.0444], [-0.0667, -1.7309, -0.2516], [-1.1116, -0.8349, -0.5537], [-2.3448, -1.0349, 0.0351], [-0.1461, 0.3551, -0.1126], [-0.5865, 0.9299, 1.2203], [0.0876, 1.4206, -1.1643], [2.5918, -1.9153, 0.0682], [2.6505, -0.3481, 0.9089], [2.7276, -0.4057, -0.8523], [-2.2908, -1.5004, 0.9419], [-2.9389, -1.5624, -0.5959], [-0.6624, 0.1512, 1.9771], [-1.5622, 1.4024, 1.1140], [0.1319, 1.6793, 1.5511], [0.3239, 0.9620, -2.1220], [0.9129, 2.0685, -0.8683], [-0.8062, 2.0306, -1.2788]], "atomic_forces_ev_per_a": [[-0.05, -0.11, 0.15], [-0.63, -0.49, -0.19], [0.99, -0.12, 0.29], [0.82, 1.55, -0.43], [-0.20, 0.01, 0.49], [-1.32, -0.67, -0.15], [0.11, -0.11, -0.15], [-0.14, -0.32, 0.03], [0.06, -0.02, 0.00], [0.08, -0.01, 0.01], [0.03, 0.01, -0.02], [0.04, 0.02, -0.22], [0.17, 0.08, 0.12], [0.02, 0.00, 0.06], [-0.03, 0.04, -0.04], [0.02, 0.03, 0.10], [0.00, 0.01, -0.08], [0.04, 0.03, 0.04], [-0.04, 0.07, -0.03]]}

Entry 4:
{"formula": "C2H6N4O", "method": "the ωB97M-V functional and the def2-TZVPD basis", "lumo_energy_ev": -0.08, "relative_energy_kj_mol": 578.6, "total_charge": 0, "homo_energy_ev": -9.301, "energy_ha": -373.89000, "smiles": "[H]/N=C(NO)/C(N)=N\\[H]", "orbital_gap_ev": 9.22, "elements": ["H", "N", "C", "N", "O", "C", "N", "N", "H", "H", "H", "H", "H"], "positions_angstrom": [[1.7585, 1.5631, -0.1737], [0.7848, 1.5481, -0.1081], [0.4063, 0.2946, -0.2016], [1.2535, -0.8249, -0.4180], [2.3739, -0.1763, 0.1503], [-0.9950, 0.1641, -0.2291], [-1.7009, -1.1685, 0.1493], [-1.7741, 1.1797, 0.1079], [-1.1827, 2.0130, -0.3080], [0.7297, -1.6568, 0.1350], [2.3715, -0.1865, 1.2594], [-1.4240, -1.9336, -0.5912], [-2.6016, -0.8160, 0.2276]], "atomic_forces_ev_per_a": [[1.81, 0.42, -0.15], [-1.88, -2.39, -0.14], [0.92, 3.16, -2.39], [-2.37, 0.60, 2.63], [3.37, -2.99, 4.33], [-7.03, -0.93, 4.09], [5.95, 0.25, -2.79], [2.81, -0.30, -3.73], [-1.38, -1.42, 1.87], [2.28, 2.03, -0.98], [-0.40, -0.15, -4.28], [-1.70, 2.00, 1.85], [-2.39, -0.28, -0.33]]}